Record 1
The following is a quantum chemistry calculation of a cluster of 2 separate species, C2H8N in total, from the OMol25 dataset.

The geometry in ORCA input format:
```
! RIJCOSX wB97M-V def2-TZVPD def2/J DEFGRID3
* xyz 1 1
N -1.08 -1.44 -0.61
H -1.86 -1.07 -0.05
H -1.38 -1.70 -1.55
H -0.34 -0.71 -0.62
H -0.70 -2.28 -0.15
C 0.25 1.36 0.68
C 1.22 0.61 0.13
H -0.37 1.98 0.04
H 0.11 1.31 1.75
H 1.41 0.57 -0.93
H 1.99 0.29 0.82
*
```

Calculated values
Total energy: -135.459082 Ha
ΔE to the lowest compared entry with this formula, charge and spin: 109.6 kJ/mol
Highest occupied orbital energy: -14.6540 eV
LUMO level: -4.12 eV



Record 2
The following is a quantum chemistry calculation of the molecule C4H8O2, from the OMol25 dataset.

The geometry in ORCA input format:
```
! RIJCOSX wB97M-V def2-TZVPD def2/J DEFGRID3
* xyz 0 1
C -0.86 -0.77 0.71
C -0.11 0.46 0.17
C -1.05 1.08 -0.84
O -1.83 1.97 -0.60
C 1.25 0.06 -0.44
O 1.78 -1.11 0.14
H -1.73 -0.45 1.28
H -0.23 -1.40 1.34
H -1.19 -1.40 -0.12
H 0.03 1.21 0.96
H -1.05 0.58 -1.84
H 1.15 -0.16 -1.50
H 1.98 0.88 -0.34
H 1.86 -0.96 1.09
*
```

Calculated values
Structure (SMILES): C[C@H](C=O)CO
Total energy: -307.662539 Ha
ΔE to the lowest compared entry with this formula, charge and spin: 131.0 kJ/mol
Highest occupied orbital energy: -9.9110 eV
LUMO level: 0.72 eV



Record 3
The following is a quantum chemistry calculation of a structure of composition C4H6N2, from the OMol25 dataset.

The geometry in ORCA input format:
```
! RIJCOSX wB97M-V def2-TZVPD def2/J DEFGRID3
* xyz 0 1
C 1.01 0.39 1.19
C -0.07 0.43 0.17
N 0.02 0.55 -1.18
C -0.93 -0.45 -0.74
C -0.55 -1.80 -1.20
N -0.24 -2.87 -1.54
H 1.92 -0.11 0.86
H 1.25 1.43 1.44
H 0.62 -0.10 2.09
H -1.23 1.01 0.71
H 0.02 1.35 -1.80
H -1.80 0.16 -0.01
*
```

Calculated values
Total energy: -265.343007 Ha
ΔE to the lowest compared entry with this formula, charge and spin: 505.6 kJ/mol
Highest occupied orbital energy: -10.1620 eV
LUMO level: 0.67 eV



Record 4
The following is a quantum chemistry calculation of a structure of composition C24H35ClN3OP2Pr, from the OMol25 dataset.

The geometry in ORCA input format:
```
! RIJCOSX wB97M-V def2-TZVPD def2/J DEFGRID3
* xyz 2 3
Pr -0.01 -0.12 0.19
Cl 0.01 1.02 2.41
P 0.01 -0.06 -2.52
C -1.38 -0.89 -3.14
C -1.18 -1.63 -4.31
C -2.29 -2.18 -4.92
C -3.57 -2.01 -4.38
C -3.74 -1.29 -3.19
C -2.64 -0.74 -2.54
C -0.25 1.74 -2.56
C 0.62 2.62 -1.89
C 0.45 4.00 -2.06
C -0.56 4.49 -2.89
C -1.41 3.60 -3.56
C -1.27 2.23 -3.40
C 1.60 -0.43 -3.10
C 2.66 -0.91 -2.31
C 3.88 -1.14 -2.94
C 4.04 -0.87 -4.30
C 2.98 -0.35 -5.04
C 1.75 -0.11 -4.45
H 1.42 2.23 -1.24
H 1.12 4.68 -1.54
H -0.68 5.56 -3.03
H -2.19 3.98 -4.21
H -1.93 1.52 -3.90
H -0.18 -1.75 -4.70
H -2.15 -2.75 -5.83
H -4.43 -2.45 -4.88
H -4.73 -1.17 -2.76
H -2.75 -0.19 -1.60
H 2.51 -1.09 -1.24
H 4.71 -1.52 -2.35
H 5.00 -1.05 -4.78
H 3.10 -0.11 -6.09
H 0.92 0.33 -5.00
H -0.11 -6.59 -6.17
H 0.64 -6.56 -6.14
C -2.51 -1.63 1.51
N -1.67 -2.45 2.48
C -1.89 -1.93 3.87
P -0.01 -2.74 2.01
O 0.06 -2.27 0.55
N 1.23 -1.82 2.79
C 2.56 -1.92 2.10
C 1.46 -1.97 4.26
N 0.28 -4.42 1.92
C 0.57 -5.08 3.23
C -0.85 -5.16 1.26
H -2.11 -0.58 1.48
H -3.56 -1.58 1.84
H -2.48 -2.10 0.52
H -1.49 -2.66 4.58
H -1.39 -0.95 3.97
H -2.96 -1.80 4.10
H 2.46 -1.60 1.05
H 3.32 -1.27 2.57
H 2.90 -2.96 2.14
H 2.15 -1.21 4.65
H 0.53 -1.88 4.81
H 1.92 -2.96 4.47
H -0.18 -4.75 3.96
H 0.53 -6.18 3.17
H 1.58 -4.82 3.56
H -1.75 -5.06 1.89
H -1.04 -4.74 0.27
H -0.63 -6.23 1.15
*
```

Calculated values
Total energy: -2834.462507 Ha
ΔE to the lowest compared entry with this formula, charge and spin: 107.1 kJ/mol
Highest occupied orbital energy (alpha / beta): -13.9191 / -13.8590 eV
LUMO level (alpha / beta): -6.34 / -6.12 eV



Record 5
The following is a quantum chemistry calculation of a cluster of 2 separate species, C4H13NO2 in total, from the OMol25 dataset.

The geometry in ORCA input format:
```
! RIJCOSX wB97M-V def2-TZVPD def2/J DEFGRID3
* xyz 0 1
C -1.41 -1.18 1.02
N -0.19 -0.66 0.41
C 0.82 -1.69 0.12
C 0.34 0.51 1.10
C 0.21 1.79 0.29
O 1.56 2.22 -0.06
H -2.25 -0.84 0.42
H -1.50 -2.27 1.01
H -1.65 -0.83 2.02
H 1.24 -2.15 1.02
H 1.66 -1.17 -0.32
H 0.41 -2.39 -0.59
H 1.37 0.48 1.47
H -0.21 0.68 2.03
H -0.24 2.58 0.89
H -0.27 1.62 -0.64
H 1.52 3.10 -0.45
O -1.21 -0.71 -2.56
H -1.47 -0.82 -1.64
H -0.68 -1.47 -2.82
*
```

Calculated values
Structure (SMILES): CN(C)CCO.O
Total energy: -365.383945 Ha
ΔE to the lowest compared entry with this formula, charge and spin: 153.7 kJ/mol
Highest occupied orbital energy: -8.6144 eV
LUMO level: 0.88 eV



Record 6
The following is a quantum chemistry calculation of a structure of composition C31H39BCdF2N8OTe, from the OMol25 dataset.

The geometry in ORCA input format:
```
! RIJCOSX wB97M-V def2-TZVPD def2/J DEFGRID3
* xyz -2 1
Cd -14.44 11.98 -5.69
C -18.01 11.62 -4.28
N -17.02 10.93 -5.09
C -17.34 10.93 -6.56
C -16.55 9.71 -4.61
C -17.12 9.05 -3.56
C -16.96 7.66 -3.39
C -16.17 6.98 -4.34
C -15.37 7.64 -5.23
C -15.38 9.06 -5.25
N -14.37 9.76 -5.88
C -13.13 9.21 -6.17
C -12.37 8.50 -5.25
C -11.01 8.72 -5.12
C -10.33 9.45 -6.12
C -11.07 9.87 -7.26
C -12.46 9.79 -7.30
N -13.27 10.49 -8.22
C -12.68 11.54 -9.02
C -14.44 9.88 -8.85
H -19.05 11.36 -4.58
H -17.94 11.37 -3.24
H -17.86 12.72 -4.31
H -18.30 10.38 -6.68
H -17.35 11.98 -6.94
H -16.54 10.36 -7.11
H -17.87 9.52 -2.87
H -17.54 7.14 -2.60
H -16.29 5.91 -4.36
H -14.77 7.10 -5.96
H -12.98 7.97 -4.53
H -10.49 8.32 -4.25
H -9.30 9.67 -5.94
H -10.58 10.37 -8.11
H -11.96 11.16 -9.74
H -13.45 12.02 -9.64
H -12.16 12.34 -8.45
H -14.11 9.26 -9.67
H -15.03 9.28 -8.13
H -15.09 10.68 -9.21
C -12.90 11.14 -0.41
C -12.38 12.60 -0.51
C -12.09 12.68 -2.02
O -13.02 11.77 -2.70
C -13.61 10.91 -1.78
H -13.65 11.13 0.39
H -12.16 10.36 -0.15
H -11.57 12.87 0.14
H -13.25 13.22 -0.35
H -11.07 12.33 -2.28
H -12.15 13.74 -2.44
H -13.54 9.89 -2.09
H -14.68 11.20 -1.67
C -18.87 17.72 -4.68
C -17.41 17.59 -4.36
N -16.83 16.42 -4.01
C -15.51 16.63 -3.99
C -15.20 17.96 -4.25
N -16.42 18.54 -4.60
C -16.70 19.96 -4.80
N -17.32 20.24 -6.08
N -18.43 21.10 -6.02
N -18.82 21.31 -7.23
C -17.90 20.79 -8.15
C -17.97 20.74 -9.54
C -17.09 19.88 -10.19
C -15.99 19.35 -9.45
C -15.89 19.48 -8.05
C -16.94 20.13 -7.39
H -19.12 18.72 -5.06
H -19.46 17.58 -3.77
H -19.07 16.92 -5.43
H -14.78 15.83 -3.72
H -14.29 18.49 -4.26
H -15.75 20.51 -4.66
H -17.39 20.39 -4.08
H -18.88 21.22 -10.01
H -17.20 19.66 -11.26
H -15.15 18.89 -9.97
H -15.01 19.13 -7.53
Te -12.69 14.03 -5.94
F -9.77 13.71 -4.81
B -10.89 13.06 -5.00
F -10.93 11.80 -4.68
*
```

Calculated values
Total energy: -2378.269565 Ha
ΔE to the lowest compared entry with this formula, charge and spin: 111.6 kJ/mol
Highest occupied orbital energy (alpha / beta): 1.0153 / 0.2085 eV
LUMO level (alpha / beta): 4.07 / 4.12 eV



Record 7
The following is a quantum chemistry calculation of a structure of composition C4H6CsO2, from the OMol25 dataset.

The geometry in ORCA input format:
```
! RIJCOSX wB97M-V def2-TZVPD def2/J DEFGRID3
* xyz 0 2
O 3.44 2.13 0.02
C 1.07 -0.78 -0.14
C -0.10 -1.05 0.40
C -1.51 -1.19 -0.02
C -2.23 0.12 -0.17
O -1.73 1.19 0.10
H 4.14 1.49 0.12
H 1.99 -0.77 0.46
H 1.15 -0.60 -1.22
H -2.10 -1.81 0.68
H -1.59 -1.71 -1.00
H -3.28 0.06 -0.51
Cs 0.74 2.93 1.29
*
```

Calculated values
Total energy: -326.470921 Ha
ΔE to the lowest compared entry with this formula, charge and spin: 72.0 kJ/mol
Highest occupied orbital energy (alpha / beta): -6.2755 / -6.2783 eV
LUMO level (alpha / beta): -0.31 / -0.52 eV



Record 8
The following is a quantum chemistry calculation of the ion C4H7N2S with charge +1, from the OMol25 dataset.

The geometry in ORCA input format:
```
! RIJCOSX wB97M-V def2-TZVPD def2/J DEFGRID3
* xyz 1 1
C 0.06 0.46 0.13
C -1.45 0.55 0.33
C 1.77 -1.15 0.28
C 0.98 1.42 -0.32
N 0.46 -0.71 0.42
N -2.20 -0.20 -0.61
S 2.83 0.28 -0.36
H -1.66 0.08 1.22
H -1.68 1.61 0.52
H 2.31 -1.60 1.15
H 1.73 -2.11 -0.45
H 0.99 2.49 -0.19
H -2.13 -1.22 -0.54
H -2.00 0.09 -1.59
*
```

Calculated values
Total energy: -663.883927 Ha
ΔE to the lowest compared entry with this formula, charge and spin: 500.8 kJ/mol
Highest occupied orbital energy (alpha / beta): -13.4662 / -13.4659 eV
LUMO level (alpha / beta): -7.89 / -7.90 eV



Record 9
The following is a quantum chemistry calculation of a cluster of 14 separate species, C4H39N3O13 in total, from the OMol25 dataset.

The geometry in ORCA input format:
```
! RIJCOSX wB97M-V def2-TZVPD def2/J DEFGRID3
* xyz 2 1
C 2.89 0.16 -0.54
C 2.23 -0.61 0.60
C 1.29 -1.79 -0.01
N -2.25 -1.39 0.63
C -1.01 -1.84 0.68
N -0.14 -1.47 -0.24
N 2.00 1.17 -1.19
H 3.10 -0.52 -1.38
H 3.89 0.53 -0.25
H 2.98 -1.15 1.17
H 1.64 -0.07 1.33
H 1.76 -1.98 -0.96
H 1.28 -2.63 0.67
H -2.79 -1.61 1.46
H -2.58 -0.61 0.07
H -0.81 -2.60 1.42
H -0.37 -0.72 -0.87
H 1.99 1.37 -2.22
H 2.24 2.12 -0.79
H 1.04 0.93 -0.97
H 4.74 -1.66 3.26
H 4.01 -0.60 4.02
O 3.91 -1.16 3.25
H 0.41 -1.63 -5.64
H -0.51 -2.10 -4.47
O -0.22 -1.33 -4.97
H -2.74 -1.44 4.77
H -3.10 -2.73 3.98
O -2.78 -1.83 3.89
H -3.15 -3.90 -1.25
H -1.71 -3.32 -1.14
O -2.62 -3.10 -1.39
H -0.98 1.91 0.21
H -1.19 1.86 -1.35
O -0.65 1.54 -0.61
H -3.94 0.44 -1.98
H -4.78 1.21 -0.95
O -3.86 1.05 -1.20
H 0.08 -5.05 -0.67
H -0.24 -5.24 -2.04
O -0.04 -4.49 -1.46
H -0.70 3.27 2.54
H 0.68 2.70 3.02
O 0.00 2.63 2.33
H -1.14 5.89 2.37
H -2.40 5.04 2.13
O -1.47 4.98 2.34
H 0.58 0.27 -4.17
H 0.39 1.78 -4.18
O 0.75 1.07 -3.64
H 2.48 3.29 4.41
H 3.27 3.33 3.09
O 2.48 2.96 3.51
H -3.05 -1.61 -2.42
H -3.62 -0.99 -3.60
O -3.07 -0.73 -2.85
H 2.53 4.04 0.58
H 1.26 3.16 1.12
O 2.05 3.21 0.54
*
```

Calculated values
Total energy: -1317.723253 Ha
ΔE to the lowest compared entry with this formula, charge and spin: 0.0 kJ/mol
Highest occupied orbital energy: -15.8133 eV
LUMO level: -4.76 eV



Record 10
The following is a quantum chemistry calculation of a structure of composition C5H8NO2, from the OMol25 dataset.

The geometry in ORCA input format:
```
! RIJCOSX wB97M-V def2-TZVPD def2/J DEFGRID3
* xyz 1 1
C -0.12 -1.67 -0.08
C 0.85 -0.96 0.54
C -1.41 -1.15 -0.38
C 0.74 0.51 0.79
C -1.69 0.10 -0.09
N 1.72 1.10 -0.68
O -0.41 1.12 0.65
O -2.72 0.79 -0.10
H 0.16 -2.71 -0.44
H 1.69 -1.36 1.01
H -2.22 -1.82 -0.55
H 1.22 0.95 1.69
H 1.07 0.66 -1.35
H 2.63 0.77 -0.80
H 1.61 2.18 -0.74
H -3.13 1.48 0.55
*
```

Calculated values
Total energy: -400.193100 Ha
ΔE to the lowest compared entry with this formula, charge and spin: 260.4 kJ/mol
Highest occupied orbital energy: -13.0269 eV
LUMO level: -3.80 eV



Record 11
The following is a quantum chemistry calculation of the molecule C3H5ClN2O, from the OMol25 dataset.

The geometry in ORCA input format:
```
! RIJCOSX wB97M-V def2-TZVPD def2/J DEFGRID3
* xyz 0 1
O 0.22 2.46 -0.25
C -0.02 1.29 0.05
N -1.27 0.65 0.06
N -1.14 -0.70 -0.11
C 0.24 -0.96 -0.49
C 0.85 0.00 0.44
Cl 2.55 0.28 -0.08
H -2.08 1.05 -0.36
H -1.21 -1.10 0.82
H 0.44 -2.01 -0.17
H 0.58 -0.82 -1.53
H 0.84 -0.13 1.61
*
```

Calculated values
Structure (SMILES): O=C1NNC[C@H]1Cl
Total energy: -762.206111 Ha
ΔE to the lowest compared entry with this formula, charge and spin: 186.5 kJ/mol
Highest occupied orbital energy: -9.6164 eV
LUMO level: 0.66 eV



Record 12
The following is a quantum chemistry calculation of a cluster of 2 separate species, C18H13Cl3FN2O in total, from the OMol25 dataset.

The geometry in ORCA input format:
```
! RIJCOSX wB97M-V def2-TZVPD def2/J DEFGRID3
* xyz 1 1
Cl -2.54 0.07 -2.16
C -1.25 -0.12 -3.28
N 0.04 -0.32 -2.77
F 0.20 -0.60 -1.49
C 1.14 -0.43 -3.64
Cl 2.70 -0.69 -2.98
C 0.95 -0.34 -4.98
C -0.35 -0.15 -5.49
C -1.44 -0.04 -4.63
H 1.79 -0.40 -5.64
H -0.50 -0.08 -6.56
H -2.43 0.15 -5.01
Cl 4.64 2.33 0.74
C 3.90 1.01 1.55
C 4.67 0.02 2.13
C 4.06 -1.07 2.71
C 2.69 -1.17 2.69
N 1.91 -0.17 2.14
C 0.52 -0.29 2.13
C -0.36 0.73 1.73
C -1.82 0.46 1.70
C -2.65 1.30 0.96
C -4.00 1.07 0.89
C -4.55 -0.01 1.55
C -3.75 -0.84 2.30
C -2.40 -0.61 2.38
O 0.04 1.85 1.39
C 2.54 0.91 1.59
H 5.75 0.11 2.13
H 4.65 -1.85 3.17
H 2.20 -2.02 3.12
H 0.13 -1.24 2.42
H -2.20 2.14 0.45
H -4.63 1.73 0.32
H -5.61 -0.20 1.48
H -4.18 -1.68 2.82
H -1.79 -1.24 3.00
H 1.93 1.69 1.15
*
```

Calculated values
Total energy: -2358.525619 Ha
Highest occupied orbital energy: -9.6429 eV
LUMO level: -5.21 eV